(1)
Density functional theory data (wB97M-V/def2-TZVPD) for a 2-piece molecular cluster, CH8N5O overall at a distorted geometry.

Each line ends with the Mulliken charge.
Cartesian coordinates (Å):
C1 -2.67 0.20 -0.10  0.3143
N1 -1.58 -0.23 -0.08  -0.0224
N2 -3.90 0.59 -0.02  -0.4125
N3 0.69 -1.19 -0.30  -0.4945
N4 3.26 0.55 0.86  -0.4048
N5 1.00 0.21 -0.06  -0.2923
O1 2.35 0.42 -0.35  -0.1781
H1 -0.70 -0.88 -0.27  0.5048
H2 -4.32 1.56 0.06  0.2963
H3 -4.51 -0.14 0.23  0.2672
H4 0.97 -1.51 -1.23  0.2804
H5 1.06 -1.79 0.46  0.2979
H6 4.01 -0.08 0.69  0.2646
H7 3.65 1.52 1.02  0.2751
H8 0.69 0.78 -0.92  0.3041

Results
total charge	+1
LUMO	-3.3	eV
ΔE to the lowest compared entry with this formula, charge and spin	71.5	kcal per mole
HOMO-LUMO gap	9.868	eV


(2)
Density functional theory data (wB97M-V/def2-TZVPD) for a 2-piece molecular cluster, CH8NO overall at a distorted geometry.

Each line ends with the Mulliken charge.
Cartesian coordinates (Å):
O1 0.04 2.17 0.10  -0.6760
H1 0.55 2.47 -0.67  0.3294
H2 -0.32 0.48 0.47  0.3370
H3 -0.47 2.99 0.18  0.3394
C1 0.56 -1.44 -0.01  -0.7243
N1 -0.59 -0.45 0.09  -0.2586
H4 0.49 -2.09 -0.87  0.3290
H5 0.51 -2.00 0.91  0.3167
H6 1.51 -0.93 -0.09  0.2942
H7 -1.00 -0.36 -0.81  0.3408
H8 -1.28 -0.85 0.71  0.3724

Results
total charge	+1
LUMO	-3.6	eV
ΔE to the lowest compared entry with this formula, charge and spin	6.1	kcal per mole
HOMO-LUMO gap	13.162	eV